# 1
Density functional theory data (ωB97M-V with the def2-TZVPD basis set) for a single C16H22BrN2O3P molecule.

Structure (XYZ):
```
45
Properties=species:S:1:pos:R:3
C 0.527 -2.198 -2.150
C 1.493 -1.943 -0.979
C 1.397 -0.535 -0.452
C 2.280 0.459 -0.783
C 3.433 0.209 -1.724
C 3.204 0.824 -3.113
O 3.038 -0.236 -4.053
C 2.109 1.785 -0.260
C 3.043 2.923 -0.595
C 1.060 2.056 0.568
C 0.138 1.061 0.920
N -0.891 1.366 1.757
C -1.725 0.403 2.061
C -2.836 0.786 3.001
Br -2.633 -0.228 4.666
C -4.280 0.715 2.456
C -4.384 0.687 0.930
C -1.573 -0.915 1.525
P -2.786 -2.294 1.919
O -2.733 -3.044 0.476
O -1.753 -3.282 2.738
N -0.583 -1.221 0.730
C 0.304 -0.242 0.412
H 0.170 -3.229 -2.129
H 1.037 -2.046 -3.102
H -0.340 -1.542 -2.113
H 2.507 -2.186 -1.290
H 1.251 -2.619 -0.159
H 4.334 0.646 -1.294
H 3.629 -0.851 -1.856
H 2.304 1.448 -3.103
H 4.045 1.463 -3.397
H 3.195 0.109 -4.937
H 2.553 3.614 -1.285
H 3.971 2.597 -1.056
H 3.292 3.478 0.309
H 0.909 3.053 0.965
H -2.629 1.810 3.298
H -4.800 1.598 2.829
H -4.779 -0.148 2.896
H -3.630 1.304 0.444
H -4.356 -0.333 0.546
H -5.357 1.088 0.641
H -1.963 -3.626 0.414
H -1.188 -2.765 3.325
```

## Properties
frontier orbital gap: 0.3099 Ha
max |F|: 0.547 eV/Å
lowest unoccupied orbital energy: -0.2768 eV
multiplicity: 1
E_tot: -105404.33238 eV

Okay, here come the Löwdin numbers, in e, for every atom: atom 1 (C): -0.07, atom 2 (C): -0.19, atom 3 (C): -0.11, atom 4 (C): -0.12, atom 5 (C): -0.12, atom 6 (C): -0.24, atom 7 (O): -0.07, atom 8 (C): -0.20, atom 9 (C): -0.03, atom 10 (C): 0.02, atom 11 (C): -0.19, atom 12 (N): 0.19, atom 13 (C): -0.36, atom 14 (C): -0.64, atom 15 (Br): 0.71, atom 16 (C): -0.29, atom 17 (C): -0.10, atom 18 (C): -0.32, atom 19 (P): 0.84, atom 20 (O): -0.28, atom 21 (O): -0.29, atom 22 (N): 0.16, atom 23 (C): -0.15, atom 24 (H): 0.07, atom 25 (H): 0.06, atom 26 (H): 0.07, atom 27 (H): 0.10, atom 28 (H): 0.10, atom 29 (H): 0.11, atom 30 (H): 0.10, atom 31 (H): 0.12, atom 32 (H): 0.12, atom 33 (H): 0.08, atom 34 (H): 0.09, atom 35 (H): 0.06, atom 36 (H): 0.09, atom 37 (H): 0.12, atom 38 (H): 0.08, atom 39 (H): 0.10, atom 40 (H): 0.07, atom 41 (H): 0.08, atom 42 (H): 0.05, atom 43 (H): 0.07, atom 44 (H): 0.05, atom 45 (H): 0.04

# 2
Density functional theory data (ωB97M-V with the def2-TZVPD basis set) for a molecular structure, C28H35BrN4O5 in a non-equilibrium geometry.

Structure (XYZ):
```
73
Properties=species:S:1:pos:R:3
O -2.262 -3.646 3.028
C -2.399 -2.636 2.617
N -2.731 -1.554 3.323
C -3.189 -1.374 4.498
C -3.634 -0.186 4.807
C -3.924 0.222 6.134
C -4.018 -0.733 6.976
C -3.615 -2.327 6.625
C -3.174 -2.504 5.307
H -3.022 -3.415 5.031
H -3.510 -3.043 7.405
Br -4.413 -0.744 8.811
H -4.311 1.056 6.448
H -3.331 0.790 4.303
H -2.720 -0.743 2.570
C -1.924 -2.124 1.019
C -0.932 -1.195 0.927
C -1.116 0.173 0.318
O -1.945 0.736 0.853
N -0.188 0.392 -0.644
C -0.184 1.411 -1.519
H -0.704 2.374 -0.982
C -0.564 1.326 -2.842
N -1.924 1.961 -3.113
C -2.193 1.617 -4.512
C -3.738 2.476 -4.629
O -4.857 1.768 -4.145
C -4.281 1.564 -2.577
C -3.006 1.120 -2.515
H -2.873 1.047 -1.363
H -2.946 -0.114 -2.783
H -5.190 0.896 -2.316
H -4.390 2.631 -2.166
H -4.090 2.545 -5.851
H -3.731 3.544 -4.355
H -1.435 2.508 -4.887
H -2.337 0.711 -5.038
H -0.557 0.474 -3.106
H 0.044 1.863 -3.562
H 0.998 1.966 -1.446
C 0.639 -0.621 -0.796
C 0.265 -1.695 -0.127
C 0.845 -3.008 0.521
C -0.217 -3.905 0.718
H 0.009 -4.945 1.300
C -1.514 -3.438 0.259
H -2.244 -4.081 -0.163
O -1.026 -2.605 -0.858
H 1.898 -3.144 1.003
H 0.983 -0.952 -1.981
C 2.090 -0.388 -0.184
O 2.225 -0.329 1.014
N 2.956 -0.111 -0.942
H 2.731 0.047 -2.061
C 4.199 0.642 -0.630
C 4.532 2.180 -1.009
C 5.791 2.478 -0.790
C 6.998 1.748 -1.379
C 6.859 0.224 -0.830
C 5.349 -0.052 -1.149
H 5.216 -1.434 -1.015
H 5.314 -0.201 -2.363
H 7.556 -0.453 -1.334
H 6.952 0.280 0.060
H 7.814 2.111 -1.035
H 6.825 1.794 -2.416
H 5.852 3.639 -1.077
H 5.985 2.599 0.506
H 3.685 2.702 -0.823
H 4.407 2.445 -2.058
H 4.430 0.549 0.516
H -0.298 -1.040 1.983
H -2.794 -1.869 0.490
```

## Properties
frontier orbital gap: 0.2895 Ha
max |F|: 16.719 eV/Å
lowest unoccupied orbital energy: -0.0767 eV
multiplicity: 1
energy relative to the best compared isomer or geometry (same formula, charge and spin): 2487.81 kJ/mol
E_tot: -115820.14289 eV

Okay, here come the Löwdin numbers, in e, for every atom: atom 1 (O): 0.20, atom 2 (C): -0.43, atom 3 (N): 0.12, atom 4 (C): -0.35, atom 5 (C): -0.02, atom 6 (C): -0.16, atom 7 (C): -0.65, atom 8 (C): 0.02, atom 9 (C): 0.01, atom 10 (H): 0.04, atom 11 (H): 0.06, atom 12 (Br): 0.71, atom 13 (H): 0.06, atom 14 (H): 0.15, atom 15 (H): 0.19, atom 16 (C): -0.14, atom 17 (C): -0.13, atom 18 (C): -0.43, atom 19 (O): 0.18, atom 20 (N): 0.02, atom 21 (C): -0.19, atom 22 (H): 0.20, atom 23 (C): -0.21, atom 24 (N): -0.12, atom 25 (C): -0.13, atom 26 (C): -0.24, atom 27 (O): -0.20, atom 28 (C): -0.14, atom 29 (C): -0.29, atom 30 (H): 0.14, atom 31 (H): 0.21, atom 32 (H): 0.16, atom 33 (H): 0.15, atom 34 (H): 0.15, atom 35 (H): 0.09, atom 36 (H): 0.16, atom 37 (H): 0.10, atom 38 (H): 0.02, atom 39 (H): 0.13, atom 40 (H): 0.20, atom 41 (C): -0.26, atom 42 (C): -0.14, atom 43 (C): 0.05, atom 44 (C): -0.04, atom 45 (H): 0.16, atom 46 (C): -0.22, atom 47 (H): 0.15, atom 48 (O): -0.13, atom 49 (H): 0.14, atom 50 (H): 0.24, atom 51 (C): -0.57, atom 52 (O): 0.10, atom 53 (N): 0.13, atom 54 (H): 0.24, atom 55 (C): -0.26, atom 56 (C): -0.25, atom 57 (C): -0.30, atom 58 (C): -0.12, atom 59 (C): -0.11, atom 60 (C): -0.22, atom 61 (H): 0.19, atom 62 (H): 0.15, atom 63 (H): 0.12, atom 64 (H): -0.01, atom 65 (H): 0.04, atom 66 (H): 0.10, atom 67 (H): 0.17, atom 68 (H): 0.20, atom 69 (H): 0.09, atom 70 (H): 0.14, atom 71 (H): 0.19, atom 72 (H): 0.23, atom 73 (H): 0.14

What did the first record say?
Density functional theory data (ωB97M-V with the def2-TZVPD basis set) for a single C16H22BrN2O3P molecule.

Structure (XYZ):
```
45
Properties=species:S:1:pos:R:3
C 0.527 -2.198 -2.150
C 1.493 -1.943 -0.979
C 1.397 -0.535 -0.452
C 2.280 0.459 -0.783
C 3.433 0.209 -1.724
C 3.204 0.824 -3.113
O 3.038 -0.236 -4.053
C 2.109 1.785 -0.260
C 3.043 2.923 -0.595
C 1.060 2.056 0.568
C 0.138 1.061 0.920
N -0.891 1.366 1.757
C -1.725 0.403 2.061
C -2.836 0.786 3.001
Br -2.633 -0.228 4.666
C -4.280 0.715 2.456
C -4.384 0.687 0.930
C -1.573 -0.915 1.525
P -2.786 -2.294 1.919
O -2.733 -3.044 0.476
O -1.753 -3.282 2.738
N -0.583 -1.221 0.730
C 0.304 -0.242 0.412
H 0.170 -3.229 -2.129
H 1.037 -2.046 -3.102
H -0.340 -1.542 -2.113
H 2.507 -2.186 -1.290
H 1.251 -2.619 -0.159
H 4.334 0.646 -1.294
H 3.629 -0.851 -1.856
H 2.304 1.448 -3.103
H 4.045 1.463 -3.397
H 3.195 0.109 -4.937
H 2.553 3.614 -1.285
H 3.971 2.597 -1.056
H 3.292 3.478 0.309
H 0.909 3.053 0.965
H -2.629 1.810 3.298
H -4.800 1.598 2.829
H -4.779 -0.148 2.896
H -3.630 1.304 0.444
H -4.356 -0.333 0.546
H -5.357 1.088 0.641
H -1.963 -3.626 0.414
H -1.188 -2.765 3.325
```

## Properties
frontier orbital gap: 0.3099 Ha
max |F|: 0.547 eV/Å
lowest unoccupied orbital energy: -0.2768 eV
multiplicity: 1
E_tot: -105404.33238 eV

Okay, here come the Löwdin numbers, in e, for every atom: atom 1 (C): -0.07, atom 2 (C): -0.19, atom 3 (C): -0.11, atom 4 (C): -0.12, atom 5 (C): -0.12, atom 6 (C): -0.24, atom 7 (O): -0.07, atom 8 (C): -0.20, atom 9 (C): -0.03, atom 10 (C): 0.02, atom 11 (C): -0.19, atom 12 (N): 0.19, atom 13 (C): -0.36, atom 14 (C): -0.64, atom 15 (Br): 0.71, atom 16 (C): -0.29, atom 17 (C): -0.10, atom 18 (C): -0.32, atom 19 (P): 0.84, atom 20 (O): -0.28, atom 21 (O): -0.29, atom 22 (N): 0.16, atom 23 (C): -0.15, atom 24 (H): 0.07, atom 25 (H): 0.06, atom 26 (H): 0.07, atom 27 (H): 0.10, atom 28 (H): 0.10, atom 29 (H): 0.11, atom 30 (H): 0.10, atom 31 (H): 0.12, atom 32 (H): 0.12, atom 33 (H): 0.08, atom 34 (H): 0.09, atom 35 (H): 0.06, atom 36 (H): 0.09, atom 37 (H): 0.12, atom 38 (H): 0.08, atom 39 (H): 0.10, atom 40 (H): 0.07, atom 41 (H): 0.08, atom 42 (H): 0.05, atom 43 (H): 0.07, atom 44 (H): 0.05, atom 45 (H): 0.04